[1]
ORCA calculation (ωB97M-V/def2-TZVPD) on a structure of composition C32H92Br6N15O5P5 at a distorted geometry.

Properties
**Molar mass**: 1401.48 g mol⁻¹
**Largest force on an atom**: 4.80 eV Å⁻¹
**Gap between HOMO and LUMO**: 7.76 eV

Last column: Löwdin charge in e.
Element x y z (Å)
O 26.307 -24.183 13.718  -0.326
P 26.216 -25.699 13.782  0.659
N 27.712 -26.528 13.590  -0.332
C 28.936 -25.965 14.186  -0.094
C 27.750 -27.908 13.350  -0.178
N 25.107 -26.456 12.652  -0.323
C 25.485 -26.854 11.309  -0.140
C 23.630 -26.335 12.864  -0.073
N 25.661 -26.285 15.319  -0.287
C 25.471 -27.717 15.690  -0.129
C 25.848 -25.366 16.517  -0.089
H 29.069 -26.344 15.199  0.079
H 28.844 -24.879 14.207  0.074
H 29.749 -26.183 13.493  0.083
H 28.112 -28.085 12.337  0.077
H 26.720 -28.266 13.338  0.059
H 28.304 -28.453 14.114  0.089
H 25.294 -26.060 10.588  0.082
H 26.530 -27.145 11.195  0.058
H 24.961 -27.740 10.952  0.080
H 23.109 -26.942 12.123  0.079
H 23.486 -26.753 13.860  0.062
H 23.527 -25.258 12.729  0.084
H 26.361 -28.308 15.907  0.064
H 24.858 -27.806 16.587  0.073
H 25.059 -28.337 14.893  0.064
H 26.885 -25.185 16.799  0.068
H 25.297 -25.801 17.351  0.069
H 25.431 -24.398 16.238  0.067
O 27.399 -19.467 26.054  -0.325
P 27.534 -20.260 27.338  0.606
N 29.113 -20.864 27.662  -0.318
C 29.497 -21.429 28.939  -0.121
C 30.188 -20.836 26.654  -0.103
N 26.543 -21.647 27.369  -0.313
C 25.957 -22.137 26.093  -0.109
C 26.376 -22.564 28.473  -0.138
N 27.097 -19.418 28.766  -0.286
C 25.676 -19.125 29.099  -0.116
C 28.076 -18.527 29.539  -0.086
H 30.290 -22.170 28.837  0.084
H 28.635 -21.872 29.438  0.056
H 29.842 -20.597 29.554  0.064
H 29.769 -20.723 25.654  0.075
H 30.672 -21.813 26.641  0.072
H 30.925 -20.078 26.917  0.078
H 26.469 -23.018 25.706  0.078
H 24.880 -22.289 26.170  0.075
H 25.990 -21.421 25.272  0.067
H 25.345 -22.896 28.346  0.077
H 26.979 -23.472 28.474  0.081
H 26.525 -21.989 29.387  0.067
H 24.995 -19.931 28.826  0.069
H 25.448 -19.041 30.161  0.074
H 25.412 -18.163 28.661  0.079
H 28.261 -18.926 30.536  0.069
H 27.675 -17.541 29.773  0.072
H 29.009 -18.457 28.978  0.071
O 42.818 -18.003 27.216  -0.290
P 43.155 -19.433 27.208  0.543
N 44.319 -19.792 28.344  -0.303
C 44.035 -19.815 29.756  -0.113
C 45.731 -19.824 27.962  -0.104
N 43.730 -19.951 25.687  -0.306
C 43.661 -21.348 25.155  -0.093
C 44.257 -18.951 24.714  -0.107
N 41.794 -20.432 27.573  -0.310
C 41.977 -21.756 28.104  -0.154
C 40.404 -20.012 27.372  -0.100
H 43.963 -18.836 30.231  0.081
H 44.866 -20.253 30.309  0.081
H 43.087 -20.289 30.013  0.066
H 45.872 -20.134 26.927  0.068
H 46.344 -20.448 28.611  0.078
H 46.201 -18.842 28.016  0.080
H 43.509 -22.126 25.903  0.055
H 42.764 -21.406 24.539  0.078
H 44.554 -21.638 24.602  0.076
H 45.009 -19.336 24.026  0.075
H 43.372 -18.615 24.174  0.076
H 44.633 -18.037 25.174  0.072
H 41.677 -21.806 29.151  0.076
H 41.447 -22.515 27.529  0.082
H 43.042 -21.916 27.934  0.060
H 39.952 -20.623 26.591  0.075
H 40.321 -19.009 26.954  0.075
H 39.866 -20.058 28.319  0.081
O 16.964 -17.143 29.692  -0.295
P 16.561 -18.566 29.635  0.565
N 17.667 -19.619 28.777  -0.305
C 17.737 -21.092 29.045  -0.097
C 18.375 -19.038 27.634  -0.117
N 15.007 -18.749 28.979  -0.298
C 14.426 -20.113 28.583  -0.067
C 14.253 -17.654 28.466  -0.145
N 16.596 -19.194 31.190  -0.314
C 17.666 -19.030 32.059  -0.170
C 15.234 -19.259 31.894  -0.072
H 18.653 -21.368 28.523  0.070
H 16.901 -21.665 28.644  0.061
H 18.023 -21.332 30.069  0.068
H 19.367 -19.458 27.469  0.073
H 18.438 -17.960 27.785  0.073
H 17.803 -19.376 26.770  0.073
H 14.636 -20.812 29.393  0.056
H 13.355 -20.086 28.380  0.077
H 14.941 -20.450 27.684  0.069
H 14.515 -16.717 28.958  0.080
H 14.309 -17.533 27.384  0.079
H 13.201 -17.902 28.601  0.072
H 17.562 -18.078 32.579  0.088
H 17.695 -19.835 32.793  0.083
H 18.620 -19.010 31.533  0.086
H 15.330 -19.600 32.925  0.072
H 14.689 -20.048 31.377  0.053
H 14.639 -18.357 32.039  0.079
O 24.057 -31.519 28.337  -0.300
P 23.521 -32.144 27.096  0.566
N 23.143 -33.785 27.140  -0.307
C 21.919 -34.118 27.845  -0.113
C 24.176 -34.817 27.079  -0.117
N 24.587 -31.899 25.778  -0.308
C 24.652 -32.658 24.511  -0.125
C 25.725 -31.015 25.975  -0.125
N 22.131 -31.322 26.510  -0.270
C 21.325 -30.327 27.296  -0.105
C 21.411 -31.768 25.263  -0.104
H 21.900 -35.154 28.182  0.084
H 21.096 -34.105 27.131  0.067
H 21.743 -33.436 28.677  0.083
H 24.443 -35.337 27.998  0.084
H 25.139 -34.360 26.850  0.071
H 24.018 -35.532 26.271  0.080
H 25.646 -33.086 24.379  0.075
H 23.951 -33.484 24.637  0.061
H 24.482 -32.078 23.603  0.078
H 26.211 -30.641 25.074  0.081
H 25.466 -30.319 26.773  0.071
H 26.524 -31.623 26.399  0.072
H 21.158 -29.389 26.768  0.069
H 20.281 -30.636 27.362  0.065
H 21.704 -30.164 28.305  0.072
H 20.943 -30.943 24.726  0.075
H 20.597 -32.488 25.360  0.068
H 22.121 -32.107 24.509  0.051
C 24.146 -13.250 24.396  -1.470
Br 23.494 -14.629 23.053  0.479
Br 22.686 -12.273 25.304  0.525
Br 25.406 -12.019 23.446  0.495
H 24.702 -13.781 25.169  -0.030
C 17.871 -24.710 19.166  -1.489
Br 17.967 -26.352 18.129  0.535
Br 18.962 -23.347 18.188  0.496
Br 18.566 -24.949 21.059  0.481
H 16.836 -24.369 19.202  -0.023

[2]
ORCA calculation (ωB97M-V/def2-TZVPD) on a cluster of 2 separate species, C6H9Cl2N2O in total at a distorted geometry.

Properties
**Relative energy (zero: lowest compared OMol25 entry of this formula, charge and spin)**: 104.5 kcal per mole
**Net charge**: +1
**Molar mass**: 196.06 g mol⁻¹
**Largest force on an atom**: 4.31 eV Å⁻¹
**Gap between HOMO and LUMO**: 7.46 eV

Last column: Löwdin charge in e.
Element x y z (Å)
C -0.730 -0.540 0.642  -0.296
C 0.771 -0.741 0.659  -0.461
C -0.250 1.515 -3.005  -0.057
C -1.786 -0.783 2.774  0.015
C -1.459 -0.481 -0.533  -0.941
C 1.261 -1.442 1.871  0.034
N -1.258 -0.171 1.852  0.039
N -1.345 1.886 -3.625  0.133
O 1.392 -0.420 -0.267  0.097
Cl -0.673 -0.753 -2.122  0.764
Cl -3.157 -0.120 -0.586  0.654
H -0.034 1.939 -2.041  0.104
H 0.647 1.243 -3.649  0.144
H -1.833 -1.859 2.875  0.108
H -1.754 -0.309 3.705  0.083
H 2.190 -1.186 2.357  0.102
H 1.345 -2.451 1.359  0.141
H 0.455 -1.413 2.585  0.050
H -1.952 2.587 -3.148  0.169
H -1.541 1.636 -4.553  0.119

[3]
ORCA calculation (ωB97M-V/def2-TZVPD) on a structure of composition C18H20ClO7V.

Properties
**Relative energy (zero: lowest compared OMol25 entry of this formula, charge and spin)**: 6.3 kcal per mole
**Spin multiplicity**: 2
**Net charge**: -1
**Molar mass**: 434.75 g mol⁻¹
**Largest force on an atom**: 0.66 eV Å⁻¹
**Gap between HOMO and LUMO (alpha / beta)**: 7.04 / 6.44 eV
**Expectation value of S²**: 0.778

Last column: Löwdin charge in e.
Element x y z (Å)
V -1.087 -1.444 1.195  0.850
O -0.446 -0.194 -1.878  -0.002
C 0.444 0.812 -1.408  -0.328
C 1.137 0.416 -0.052  -0.570
O 2.175 0.975 0.256  0.075
O 0.492 -0.426 0.664  -0.129
C -0.357 2.096 -1.188  -0.142
C -0.624 2.596 0.080  -0.009
C -1.435 3.714 0.237  -0.075
C -1.984 4.342 -0.868  -0.102
C -1.722 3.847 -2.140  -0.085
C -0.917 2.732 -2.295  -0.019
C 1.511 0.990 -2.473  -0.148
C 1.688 0.024 -3.456  -0.015
C 2.683 0.172 -4.414  -0.093
C 3.512 1.282 -4.398  -0.112
C 3.341 2.247 -3.412  -0.085
C 2.349 2.101 -2.457  -0.026
H -1.258 -0.153 -1.358  0.060
H -0.200 2.118 0.954  0.120
H -1.638 4.088 1.233  0.101
H -2.616 5.213 -0.740  0.094
H -2.149 4.330 -3.010  0.096
H -0.714 2.339 -3.284  0.125
H 1.038 -0.839 -3.472  0.113
H 2.810 -0.588 -5.175  0.094
H 4.286 1.397 -5.146  0.091
H 3.987 3.117 -3.385  0.096
H 2.228 2.844 -1.680  0.122
C 0.953 -4.453 3.907  -0.115
C 0.270 -3.143 3.506  -0.535
C -0.863 -2.836 4.483  -0.106
C -0.235 -3.176 2.060  -0.258
H 1.346 -4.418 4.928  0.063
H 1.779 -4.685 3.231  0.066
H 0.238 -5.280 3.850  0.071
H 1.016 -2.344 3.593  0.121
H -1.654 -3.588 4.389  0.078
H -1.316 -1.865 4.276  0.055
H -0.519 -2.843 5.522  0.066
H -0.935 -4.021 1.957  0.042
H 0.611 -3.408 1.392  0.043
O -4.903 -0.622 1.287  -0.268
Cl -3.504 -0.798 1.200  0.676
O -2.911 -0.088 0.081  -0.344
O -2.784 -0.365 2.399  -0.360
O -3.126 -2.214 1.009  -0.389

[4]
ORCA calculation (ωB97M-V/def2-TZVPD) on a structure of composition C9H14I2IrNSSi.

Properties
**Spin multiplicity**: 2
**Net charge**: +3
**Molar mass**: 642.40 g mol⁻¹
**Largest force on an atom**: 0.52 eV Å⁻¹
**Gap between HOMO and LUMO (alpha / beta)**: 6.50 / 5.92 eV
**Expectation value of S²**: 0.754

Last column: Löwdin charge in e.
Element x y z (Å)
Ir -1.061 -1.543 -2.710  0.365
I 0.329 -3.451 -3.660  1.135
C -0.926 -3.595 -5.385  -0.911
I -2.410 -2.128 -4.887  1.089
H -1.372 -4.583 -5.449  0.019
H -0.379 -3.292 -6.273  0.018
C 1.240 1.875 3.338  0.121
Si 0.641 1.867 1.233  0.730
C 2.232 2.272 0.410  -0.134
C -0.692 3.129 1.412  -0.117
C -0.016 0.129 0.866  -0.201
C -0.372 -0.793 1.877  -0.008
C -0.888 -2.042 1.597  0.020
C -1.082 -2.414 0.273  -0.036
N -0.743 -1.557 -0.688  -0.211
C -0.225 -0.341 -0.412  -0.638
S -0.007 0.295 -2.090  0.707
H 1.617 2.886 3.443  0.078
H 1.977 1.082 3.202  0.079
H 0.288 1.650 3.809  0.069
H 2.704 3.173 0.799  0.073
H 2.014 2.452 -0.651  0.058
H 2.928 1.433 0.471  0.068
H -0.364 4.072 1.847  0.074
H -1.547 2.731 1.959  0.068
H -1.004 3.324 0.374  0.076
H -0.243 -0.532 2.921  0.121
H -1.145 -2.730 2.391  0.143
H -1.494 -3.370 -0.019  0.144

[5]
ORCA calculation (ωB97M-V/def2-TZVPD) on the molecule C5H3N at a distorted geometry.

Properties
**Relative energy (zero: lowest compared OMol25 entry of this formula, charge and spin)**: 87.2 kcal per mole
**Molar mass**: 77.09 g mol⁻¹
**Largest force on an atom**: 4.63 eV Å⁻¹
**Gap between HOMO and LUMO**: 7.44 eV

Last column: Löwdin charge in e.
Element x y z (Å)
C 0.948 -0.458 0.785  0.029
C 1.098 0.573 -0.070  -0.187
C -1.222 -0.217 -0.142  -0.260
C -0.476 -0.872 0.870  -0.240
C 1.107 1.254 -1.130  0.196
N -1.325 0.403 -1.120  0.153
H -0.495 -1.887 0.944  0.070
H -0.894 -0.493 1.940  0.194
H 1.258 1.696 -2.076  0.047

The highest molar mass belongs to which entry?
C32H92Br6N15O5P5

What is the formula in the first record?
C32H92Br6N15O5P5

Among the records above, which one has the highest largest force on an atom?
C32H92Br6N15O5P5

Which value of largest force on an atom does entry 5 give?
4.63 eV Å⁻¹